Entry 1:
Molecular formula: C37H25N6O5Zr
Method: DFT, ωB97M-V/def2-TZVPD

Summary:
* orbital gap: 7.6 eV
* LUMO: 2.197 eV
* HOMO energy: -0.19758 Eh
* total energy: -2177.02653 a.u.
* total charge: -1

Atoms and positions in Å:
Zr1 0.005 -0.100 -0.196
C1 3.681 -1.589 1.732
O1 4.235 -0.295 1.983
C2 3.440 0.768 2.297
C3 4.078 1.816 2.934
C4 3.407 2.987 3.289
C5 2.065 3.093 3.006
C6 1.403 2.055 2.339
C7 -0.021 2.209 2.103
N1 -0.725 1.471 1.327
N2 -2.104 1.714 1.388
C8 -2.704 0.815 0.674
O2 -2.094 -0.112 -0.002
C9 -4.191 0.802 0.670
C10 -4.902 1.783 1.356
C11 -6.287 1.767 1.353
C12 -6.969 0.771 0.663
C13 -6.261 -0.206 -0.025
C14 -4.872 -0.191 -0.026
C15 2.071 0.873 1.964
O3 1.438 -0.103 1.359
H1 4.539 -2.253 1.650
H2 3.092 -1.621 0.821
H3 3.058 -1.910 2.571
H4 5.135 1.691 3.148
H5 3.937 3.788 3.786
H6 1.505 3.982 3.275
H7 -0.547 2.992 2.643
H8 -4.354 2.556 1.881
H9 -6.836 2.539 1.880
H10 -8.052 0.764 0.654
H11 -6.790 -0.974 -0.576
H12 -4.302 -0.933 -0.571
C16 -1.169 -2.735 3.383
C17 -1.896 -3.766 2.808
C18 -1.939 -3.884 1.434
C19 -1.265 -2.965 0.637
N3 -0.560 -1.968 1.207
C20 -0.518 -1.861 2.540
C21 -1.285 -2.980 -0.843
C22 -1.808 -4.065 -1.547
C23 -1.838 -4.043 -2.931
C24 -1.337 -2.930 -3.598
C25 -0.807 -1.868 -2.880
C26 -0.759 -1.858 -1.485
H13 -1.114 -2.599 4.453
H14 -2.436 -4.471 3.429
H15 -2.517 -4.672 0.974
H16 0.072 -1.039 2.920
H17 -2.181 -4.942 -1.031
H18 -2.244 -4.882 -3.482
H19 -1.364 -2.893 -4.682
H20 -0.423 -1.016 -3.434
N4 -0.741 1.262 -1.858
C27 -1.395 2.160 -2.193
C28 -2.178 3.231 -2.599
C29 -3.572 3.030 -2.849
N5 -4.697 2.875 -3.056
C30 -1.590 4.523 -2.751
N6 -1.117 5.569 -2.875
O4 1.749 1.093 -1.050
C31 2.199 0.024 -1.552
O5 1.754 -1.097 -1.163
C32 3.222 0.051 -2.634
C33 3.352 -1.041 -3.479
C34 4.301 -1.018 -4.491
C35 5.128 0.089 -4.641
C36 5.000 1.179 -3.788
C37 4.038 1.165 -2.788
H21 2.705 -1.896 -3.331
H22 4.396 -1.862 -5.161
H23 5.873 0.103 -5.429
H24 5.645 2.042 -3.908
H25 3.904 2.010 -2.124



Entry 2:
Molecular formula: C37H26BrCl2IN4O6S2Ta
Method: DFT, ωB97M-V/def2-TZVPD

Summary:
* energy above the lowest of the compared OMol25 structures with the same formula, charge and spin: 0.0 kcal per mole
* orbital gap: 7.4 eV
* LUMO: -3.428 eV
* HOMO energy: -0.39677 Eh
* total energy: -6741.50948 a.u.
* total charge: +1

Atoms and positions in Å:
Ta1 0.086 -0.960 0.278
Br1 2.659 -0.783 1.433
C1 2.196 0.366 2.870
C2 3.176 0.944 3.613
C3 2.793 1.752 4.705
C4 1.473 1.921 4.999
C5 0.461 1.312 4.216
C6 -0.912 1.470 4.528
C7 -1.862 0.862 3.764
C8 -1.491 0.085 2.644
C9 -0.173 -0.096 2.267
C10 0.814 0.518 3.098
H1 4.221 0.787 3.381
H2 3.558 2.222 5.307
H3 1.176 2.526 5.848
H4 -1.186 2.067 5.389
H5 -2.912 0.970 4.005
H6 -2.292 -0.354 2.061
Cl1 -4.720 -5.631 -2.247
C11 -3.699 -4.614 -1.291
C12 -3.834 -4.602 0.063
C13 -3.020 -3.774 0.878
I1 -3.278 -3.728 2.926
C14 -2.068 -2.992 0.294
O1 -1.268 -2.145 0.969
C15 -1.930 -2.995 -1.114
N1 -1.007 -2.138 -1.594
C16 -0.852 -2.035 -2.897
C17 -1.595 -2.809 -3.802
C18 -2.534 -3.686 -3.329
C19 -2.737 -3.793 -1.938
H7 -4.579 -5.232 0.528
H8 -0.121 -1.314 -3.246
H9 -1.422 -2.689 -4.862
H10 -3.127 -4.286 -4.005
N2 -2.756 6.314 1.706
C20 -2.162 5.248 1.111
C21 -2.270 5.056 -0.278
C22 -1.685 3.967 -0.878
C23 -0.989 3.040 -0.099
C24 -0.864 3.219 1.280
C25 -1.443 4.312 1.875
S1 -0.315 1.660 -0.871
O2 -0.064 1.953 -2.246
O3 0.802 1.117 -0.044
N3 -1.251 0.355 -0.685
C26 -2.549 0.278 -1.173
S2 -2.993 0.819 -2.755
C27 -4.592 0.280 -2.452
C28 -4.670 -0.271 -1.217
N4 -3.505 -0.267 -0.489
H11 -3.148 7.051 1.148
H12 -2.564 6.526 2.668
H13 -2.809 5.778 -0.877
H14 -1.751 3.831 -1.949
H15 -0.297 2.516 1.873
H16 -1.339 4.459 2.943
H17 -5.376 0.412 -3.178
H18 -5.565 -0.687 -0.779
C29 3.734 0.354 -3.470
C30 4.468 -0.212 -2.291
C31 5.269 0.580 -1.483
C32 5.913 0.044 -0.375
Cl2 6.879 1.078 0.632
C33 5.795 -1.295 -0.064
C34 4.994 -2.102 -0.863
C35 4.334 -1.557 -1.951
O4 3.492 -2.317 -2.751
C36 2.607 -3.137 -2.048
C37 1.722 -2.325 -1.144
O5 1.125 -2.831 -0.144
O6 1.521 -1.087 -1.351
H19 4.023 1.390 -3.640
H20 2.658 0.322 -3.290
H21 3.935 -0.220 -4.374
H22 5.387 1.632 -1.709
H23 6.320 -1.710 0.785
H24 4.915 -3.156 -0.628
H25 3.099 -3.906 -1.445
H26 1.974 -3.657 -2.771



Entry 3:
Molecular formula: C37H26N8O3PS2Ti
Method: DFT, ωB97M-V/def2-TZVPD

Summary:
* energy above the lowest of the compared OMol25 structures with the same formula, charge and spin: 24.9 kcal per mole
* orbital gap (alpha / beta): 4.7 / 4.7 eV
* ⟨S²⟩: 0.753
* LUMO (alpha / beta): 4.356 / 4.356 eV
* multiplicity: 2
* HOMO energy (alpha / beta): -0.01264 / -0.01252 Eh
* total energy: -4076.90545 a.u.
* total charge: -2

Atoms and positions in Å:
Ti1 -0.626 -0.131 -0.927
C1 -3.448 -3.419 4.125
C2 -4.166 -2.232 4.296
C3 -4.031 -1.180 3.397
C4 -3.160 -1.350 2.334
C5 -2.809 -0.461 1.201
N1 -1.842 -1.097 0.425
C6 -1.612 -2.365 0.956
N2 -0.857 -3.299 0.513
C7 -0.146 -3.175 -0.666
C8 0.648 -4.198 -1.195
C9 0.971 -5.505 -0.756
C10 1.794 -6.271 -1.529
C11 2.327 -5.776 -2.762
C12 2.032 -4.518 -3.205
C13 1.181 -3.704 -2.419
C14 0.694 -2.402 -2.566
N3 0.978 -1.601 -3.658
C15 0.511 -0.419 -3.779
N4 -0.293 0.309 -2.901
C16 -0.696 1.479 -3.541
N5 -1.540 2.369 -3.161
C17 -2.269 2.236 -1.992
N6 -2.184 1.214 -1.079
C18 -3.115 1.453 -0.096
N7 -3.376 0.671 1.014
C19 -3.803 2.636 -0.379
C20 -4.843 3.339 0.280
C21 -5.309 4.494 -0.276
C22 -4.767 4.998 -1.503
C23 -3.764 4.341 -2.155
C24 -3.261 3.140 -1.597
C25 0.000 1.562 -4.846
C26 -0.017 2.535 -5.830
C27 0.744 2.312 -6.972
C28 1.488 1.138 -7.119
C29 1.490 0.163 -6.129
C30 0.739 0.400 -4.991
N8 -0.115 -2.088 -1.503
C31 -2.439 -2.520 2.174
C32 -2.570 -3.576 3.060
H1 -3.571 -4.224 4.841
H2 -4.838 -2.132 5.140
H3 -4.586 -0.256 3.507
H4 0.571 -5.875 0.180
H5 2.057 -7.273 -1.206
H6 2.980 -6.414 -3.348
H7 2.439 -4.138 -4.134
H8 -5.251 2.955 1.207
H9 -6.104 5.045 0.214
H10 -5.163 5.918 -1.917
H11 -3.354 4.721 -3.083
H12 -0.606 3.435 -5.704
H13 0.759 3.057 -7.759
H14 2.071 0.988 -8.021
H15 2.053 -0.756 -6.228
H16 -1.993 -4.481 2.920
C33 0.531 -0.830 5.871
C34 -0.244 -1.728 4.927
O1 0.584 -2.542 4.093
P1 1.669 -2.061 2.987
S1 2.764 -0.655 0.276
S2 0.872 -0.081 2.565
O2 2.879 -1.685 4.057
C35 4.026 -0.946 3.631
C36 5.073 -1.860 3.027
H17 -0.173 -0.330 6.540
H18 1.093 -0.070 5.330
H19 1.235 -1.413 6.466
H20 -0.917 -1.146 4.293
H21 -0.861 -2.432 5.485
H22 4.414 -0.445 4.521
H23 3.735 -0.176 2.913
H24 5.365 -2.636 3.738
H25 5.959 -1.283 2.751
H26 4.681 -2.329 2.125
O3 0.681 0.930 0.215
C37 1.432 0.122 0.872



Entry 4:
Molecular formula: C37H27AsCuN4O4S2
Method: DFT, ωB97M-V/def2-TZVPD

Summary:
* energy above the lowest of the compared OMol25 structures with the same formula, charge and spin: 6.4 kcal per mole
* orbital gap (alpha / beta): 7.2 / 6.3 eV
* ⟨S²⟩: 0.756
* LUMO (alpha / beta): -0.190 / -1.103 eV
* multiplicity: 2
* HOMO energy (alpha / beta): -0.27032 / -0.27082 Eh
* total energy: -6618.72611 a.u.
* total charge: 0

Atoms and positions in Å:
Cu1 -0.325 0.560 -0.477
N1 1.056 -2.506 3.367
C1 1.175 -2.090 4.705
C2 1.317 -3.033 5.708
C3 1.435 -2.636 7.035
C4 1.416 -1.290 7.353
C5 1.274 -0.346 6.342
C6 1.153 -0.736 5.020
S1 0.948 0.501 3.768
N2 0.875 -0.383 2.328
C7 0.911 -1.651 2.295
C8 0.816 -2.333 0.970
C9 1.340 -3.610 0.807
C10 1.223 -4.249 -0.416
C11 0.570 -3.595 -1.441
C12 0.105 -2.312 -1.203
N3 0.231 -1.676 -0.036
H1 0.884 -3.486 3.212
H2 1.337 -4.085 5.450
H3 1.544 -3.382 7.810
H4 1.507 -0.968 8.381
H5 1.252 0.709 6.587
H6 1.889 -4.091 1.606
H7 1.644 -5.236 -0.558
H8 0.437 -4.043 -2.416
H9 -0.380 -1.762 -1.994
S2 -0.985 1.839 1.217
C13 -2.258 2.924 0.699
C14 -2.747 3.872 1.611
C15 -3.741 4.756 1.242
C16 -4.291 4.729 -0.040
C17 -3.828 3.796 -0.947
C18 -2.828 2.901 -0.573
As1 -2.103 1.560 -1.702
C19 -1.993 2.334 -3.464
C20 -2.746 1.856 -4.531
C21 -2.630 2.450 -5.780
C22 -1.769 3.522 -5.963
C23 -1.022 4.002 -4.896
C24 -1.128 3.409 -3.647
C25 -3.420 0.155 -1.841
C26 -3.092 -0.957 -2.615
C27 -3.967 -2.029 -2.694
C28 -5.163 -1.999 -1.989
C29 -5.484 -0.897 -1.210
C30 -4.615 0.184 -1.136
H10 -2.329 3.908 2.609
H11 -4.096 5.482 1.962
H12 -5.067 5.428 -0.319
H13 -4.235 3.757 -1.952
H14 -3.426 1.024 -4.395
H15 -3.216 2.074 -6.610
H16 -1.681 3.984 -6.938
H17 -0.350 4.839 -5.035
H18 -0.521 3.765 -2.825
H19 -2.154 -0.976 -3.161
H20 -3.715 -2.889 -3.302
H21 -5.845 -2.837 -2.046
H22 -6.415 -0.878 -0.658
H23 -4.863 1.044 -0.526
O1 1.432 2.313 -2.070
C31 1.274 1.243 -2.643
O2 0.631 0.230 -2.180
C32 1.914 0.995 -3.988
C33 2.400 2.059 -4.737
C34 2.969 1.842 -5.984
C35 3.072 0.556 -6.492
C36 2.588 -0.489 -5.724
C37 2.008 -0.296 -4.485
N4 2.682 -1.862 -6.248
O3 2.217 -2.761 -5.573
O4 3.259 -2.027 -7.304
H24 2.328 3.054 -4.319
H25 3.337 2.677 -6.565
H26 3.515 0.355 -7.456
H27 1.630 -1.132 -3.917



Entry 5:
Molecular formula: C37H27Cl2N9O2W
Method: DFT, ωB97M-V/def2-TZVPD

Summary:
* energy above the lowest of the compared OMol25 structures with the same formula, charge and spin: 0.6 kcal per mole
* orbital gap (alpha / beta): 6.2 / 6.2 eV
* LUMO (alpha / beta): -6.332 / -6.336 eV
* HOMO energy (alpha / beta): -0.46109 / -0.46127 Eh
* total energy: -3056.62722 a.u.
* total charge: +2

Atoms and positions in Å:
W1 -0.032 -0.320 -0.345
Cl1 6.217 -0.504 -3.326
C1 4.950 -0.570 -2.168
C2 3.642 -0.595 -2.613
C3 2.611 -0.641 -1.675
N1 1.230 -0.655 -1.908
C4 0.690 -0.682 -3.187
O1 1.259 -0.442 -4.221
C5 -0.762 -1.072 -3.173
C6 -1.415 -1.396 -4.343
C7 -2.751 -1.765 -4.274
C8 -3.377 -1.785 -3.039
C9 -2.651 -1.442 -1.911
N2 -1.364 -1.089 -1.971
C10 2.887 -0.693 -0.312
C11 4.207 -0.654 0.127
C12 5.232 -0.586 -0.795
Cl2 6.852 -0.517 -0.226
N3 1.741 -0.709 0.521
C13 1.974 -1.348 1.783
O2 2.617 -2.365 1.818
C14 1.444 -0.781 3.077
C15 2.180 -1.096 4.216
C16 1.748 -0.610 5.439
C17 0.592 0.152 5.480
C18 -0.076 0.401 4.290
N4 0.340 -0.040 3.105
H1 3.437 -0.565 -3.670
H2 -0.866 -1.358 -5.273
H3 -3.294 -2.032 -5.171
H4 -4.417 -2.062 -2.939
H5 -3.118 -1.439 -0.936
H6 4.459 -0.685 1.177
H7 3.063 -1.713 4.134
H8 2.300 -0.829 6.342
H9 0.213 0.547 6.412
H10 -0.990 0.984 4.290
C19 1.384 3.529 1.287
C20 0.217 4.138 1.744
C21 -0.957 3.416 1.740
C22 -0.944 2.105 1.277
N5 0.179 1.534 0.791
C23 1.324 2.240 0.808
C24 -2.055 1.164 1.382
C25 -3.258 1.383 2.036
C26 -4.068 0.295 2.330
C27 -3.615 -0.985 2.047
C28 -2.417 -1.142 1.370
N6 -1.713 -0.070 0.940
C29 -1.731 -2.393 1.105
C30 -2.195 -3.651 1.469
C31 -1.420 -4.761 1.202
C32 -0.196 -4.590 0.563
C33 0.209 -3.323 0.213
N7 -0.536 -2.227 0.486
H11 2.331 4.048 1.300
H12 0.234 5.155 2.109
H13 -1.875 3.851 2.109
H14 2.203 1.741 0.421
H15 -3.537 2.377 2.354
H16 -5.009 0.439 2.841
H17 -4.177 -1.848 2.376
H18 -3.148 -3.753 1.968
H19 -1.758 -5.747 1.489
H20 0.448 -5.429 0.344
H21 1.157 -3.150 -0.279
C34 0.340 4.167 -3.832
N8 -0.304 3.178 -2.971
C35 -1.648 3.065 -2.731
C36 -1.802 1.990 -1.913
N9 -0.563 1.445 -1.652
C37 0.314 2.196 -2.305
H22 -0.069 4.097 -4.837
H23 1.406 3.961 -3.865
H24 0.175 5.166 -3.433
H25 -2.366 3.738 -3.164
H26 -2.710 1.573 -1.512
H27 1.380 2.037 -2.341



Entry 6:
Molecular formula: C37H27N4O9V
Method: DFT, ωB97M-V/def2-TZVPD

Summary:
* energy above the lowest of the compared OMol25 structures with the same formula, charge and spin: 5.5 kcal per mole
* orbital gap (alpha / beta): 7.1 / 7.2 eV
* ⟨S²⟩: 2.011
* LUMO (alpha / beta): 4.394 / 4.395 eV
* multiplicity: 3
* HOMO energy (alpha / beta): -0.10064 / -0.10186 Eh
* total energy: -3266.30295 a.u.
* total charge: -2

Atoms and positions in Å:
V1 -0.612 0.572 -0.415
O1 1.239 0.835 -0.967
C1 2.181 1.548 -0.496
C2 3.454 1.480 -1.100
C3 4.513 2.225 -0.725
C4 4.416 3.215 0.283
C5 3.145 3.318 0.807
C6 2.031 2.505 0.529
C7 0.886 2.622 1.405
N1 -0.154 1.900 1.462
C8 -1.061 2.282 2.538
C9 -1.225 1.270 3.673
N2 -1.864 0.050 3.196
C10 -2.970 0.202 2.605
C11 -3.531 -0.887 1.721
C12 -4.308 -1.915 2.153
C13 -4.888 -2.754 1.200
C14 -4.701 -2.452 -0.133
C15 -3.945 -1.374 -0.545
C16 -3.243 -0.597 0.354
O2 -2.494 0.512 0.041
H1 3.470 0.852 -1.988
H2 5.423 2.143 -1.324
H3 5.303 3.771 0.530
H4 2.877 4.075 1.573
H5 1.005 3.463 2.066
H6 -2.045 2.377 2.018
H7 -0.688 3.219 2.957
H8 -1.816 1.671 4.455
H9 -0.302 1.022 4.072
H10 -3.462 1.172 2.624
H11 -4.358 -2.070 3.199
H12 -5.565 -3.584 1.412
H13 -5.226 -3.020 -0.897
H14 -3.838 -1.200 -1.619
O3 -0.019 -0.600 -4.235
C17 -0.214 0.143 -3.254
O4 -0.769 -0.229 -2.188
C18 0.015 1.686 -3.495
C19 0.708 2.093 -4.623
C20 0.854 3.415 -4.986
C21 0.261 4.349 -4.182
C22 -0.380 3.953 -3.032
C23 -0.429 2.640 -2.502
O5 -0.907 2.395 -1.355
N3 -0.819 5.088 -2.223
O6 -0.409 5.206 -1.106
O7 -1.575 5.875 -2.779
N4 1.446 3.979 -6.173
O8 1.984 3.244 -6.958
O9 1.380 5.230 -6.342
H15 1.065 1.285 -5.249
H16 0.398 5.368 -4.460
C24 3.253 -4.068 3.686
C25 3.136 -4.303 2.304
C26 2.483 -3.417 1.483
C27 1.865 -2.242 2.030
C28 2.001 -2.040 3.417
C29 2.668 -2.922 4.223
C30 1.185 -1.170 1.235
C31 0.065 -1.291 0.479
C32 -0.451 -2.668 0.141
C33 -1.183 -3.433 1.041
C34 -1.795 -4.612 0.624
C35 -1.674 -5.019 -0.677
C36 -0.873 -4.341 -1.554
C37 -0.272 -3.144 -1.157
H17 3.791 -4.788 4.274
H18 3.615 -5.168 1.854
H19 2.443 -3.570 0.419
H20 1.580 -1.141 3.884
H21 2.696 -2.747 5.312
H22 1.572 -0.201 1.512
H23 -1.226 -3.085 2.085
H24 -2.522 -5.094 1.302
H25 -2.245 -5.870 -0.992
H26 -0.686 -4.652 -2.565
H27 0.340 -2.581 -1.885